A cluster of 6 separate species, C32H62F3N3O17P2 in total at a distorted geometry, computed with ωB97M-V/def2-TZVPD.

Output
charge: 0
LUMO: -0.091 eV
2S+1: 1
SMILES: C[C@]1(P(=N)(O)O)C(=O)N[C@](N)(CCCC(=O)O)[C@]1(CCC(F)(F)F)P(O)O.CCOC(C)=O.CCOC(C)=O.CCOC(C)=O.CCOC(C)=O.CCOC(C)=O
gap between HOMO and LUMO: 8.61 eV
E: -3682.34007 hartree
max |F|: 2.26 eV Å⁻¹
ΔE to the lowest compared entry with this formula, charge and spin: 0.0 kcal/mol
HOMO level: -0.31969 Eh

```
119
C32H62F3N3O17P2, DFT ωB97M-V/def2-TZVPD
C -1.765 5.686 1.603
C -1.934 4.190 1.240
P -0.741 3.410 2.437
N 0.740 3.817 2.241
O -0.850 1.807 2.401
O -1.283 3.798 3.903
C -1.364 3.789 -0.124
O -0.345 4.239 -0.627
N -2.170 2.834 -0.663
C -3.337 2.476 0.111
N -3.078 1.160 0.721
C -4.570 2.260 -0.771
C -4.548 0.953 -1.579
C -5.440 1.114 -2.825
C -6.850 1.509 -2.477
O -7.451 2.412 -3.008
O -7.465 0.728 -1.531
C -3.422 3.711 1.091
C -4.342 3.625 2.308
C -4.017 2.639 3.453
C -5.205 1.757 3.747
F -4.922 0.824 4.678
F -5.626 1.081 2.643
F -6.263 2.459 4.196
P -4.248 5.305 0.245
O -3.755 5.200 -1.319
O -5.837 4.929 0.165
H -0.815 5.842 2.113
H -1.739 6.310 0.714
H -2.542 6.008 2.293
H 0.904 4.449 1.467
H -1.221 1.428 3.205
H -0.493 3.765 4.465
H -1.721 2.146 -1.258
H -2.095 0.959 0.798
H -3.558 0.989 1.587
H -5.434 2.261 -0.096
H -4.643 3.056 -1.501
H -4.887 0.110 -0.984
H -3.535 0.771 -1.939
H -5.034 1.928 -3.425
H -5.461 0.195 -3.409
H -6.957 0.732 -0.711
H -4.381 4.629 2.742
H -5.356 3.423 1.971
H -3.842 3.196 4.370
H -3.187 1.981 3.235
H -4.498 5.373 -1.911
H -6.057 4.104 -0.283
C 1.747 2.192 -5.007
C 1.482 2.546 -3.559
O 0.275 1.990 -3.036
C 0.175 0.755 -2.531
C 1.215 -0.294 -2.822
O -0.795 0.533 -1.849
H 1.875 1.118 -5.146
H 2.651 2.693 -5.354
H 0.910 2.508 -5.630
H 2.316 2.281 -2.907
H 1.342 3.621 -3.466
H 0.871 -0.901 -3.660
H 1.303 -0.932 -1.946
H 2.199 0.109 -3.054
C 2.544 -4.998 0.127
C 2.820 -3.757 -0.692
O 2.474 -3.938 -2.076
C 1.222 -3.725 -2.555
C 0.106 -3.386 -1.597
O 1.048 -3.859 -3.736
H 1.484 -5.242 0.142
H 2.873 -4.846 1.155
H 3.078 -5.851 -0.295
H 2.335 -2.878 -0.280
H 3.889 -3.547 -0.690
H -0.408 -4.301 -1.314
H -0.599 -2.737 -2.113
H 0.425 -2.882 -0.693
C 2.689 2.276 0.176
C 2.399 1.876 1.609
O 1.979 0.502 1.647
C 2.844 -0.521 1.635
C 4.319 -0.275 1.409
O 2.410 -1.642 1.702
H 3.501 1.685 -0.249
H 2.959 3.330 0.109
H 1.798 2.104 -0.431
H 3.252 2.045 2.267
H 1.561 2.443 2.012
H 4.530 -0.386 0.346
H 4.876 -1.039 1.944
H 4.668 0.699 1.741
C 0.517 -4.451 4.692
C 0.670 -3.413 3.599
O 0.109 -3.851 2.359
C -1.190 -3.713 2.046
C -2.181 -3.317 3.114
O -1.526 -3.947 0.917
H -0.531 -4.646 4.922
H 1.010 -4.112 5.604
H 0.968 -5.393 4.381
H 0.257 -2.445 3.884
H 1.722 -3.249 3.375
H -2.633 -4.223 3.516
H -2.960 -2.724 2.645
H -1.754 -2.742 3.932
C 8.338 -5.531 -3.397
C 7.587 -5.655 -2.089
O 7.585 -4.432 -1.346
C 6.686 -3.453 -1.563
C 5.778 -3.516 -2.767
O 6.665 -2.522 -0.803
H 7.868 -4.809 -4.065
H 8.373 -6.494 -3.906
H 9.359 -5.196 -3.212
H 6.568 -6.018 -2.233
H 8.087 -6.368 -1.437
H 6.227 -2.942 -3.577
H 4.833 -3.056 -2.501
H 5.566 -4.520 -3.123
```